Entry from the Open Molecules 2025 dataset: a molecular structure, C5H4O6 (the ωB97M-V functional and the def2-TZVPD basis).

Computed properties:
Energy relative to the best compared isomer or geometry (same formula, charge and spin) in kJ/mol: 65.1
Net charge: -2
Kohn-Sham gap in eV: 5.27
Highest occupied orbital energy in eV: 1.0
E_tot in eV: -17533.8605

XYZ file:
```
15
Properties=species:S:1:pos:R:3:forces:R:3:lowdin_charge:R:1
C 0.558 1.164 -0.057 -2.304 1.430 1.660 -0.32
C 3.380 1.363 0.000 -1.405 1.074 0.699 -0.64
C -1.576 2.791 -0.105 1.294 1.732 0.744 -0.65
C 0.769 -0.317 -0.077 0.504 -0.083 -2.013 -0.08
C -0.826 1.499 -0.065 3.607 -0.139 -0.320 -0.24
O 4.081 1.933 0.778 -0.105 0.686 0.794 0.03
O -2.844 2.579 -0.051 -0.476 0.171 -0.526 -0.09
O 1.640 1.975 0.151 -0.293 -0.867 -0.120 -0.10
O 3.397 0.579 -0.872 0.207 -1.680 -1.889 0.05
O -1.027 3.918 -0.103 -0.411 -0.757 -0.197 -0.07
O -1.750 0.484 -0.108 -1.193 0.393 -0.515 -0.13
H 1.461 -0.710 0.661 0.288 -0.018 -0.212 0.07
H 1.082 -0.395 -1.127 1.448 -0.598 0.179 0.07
H -0.086 -0.946 -0.239 -0.978 0.149 1.166 0.04
H -2.530 1.234 -0.221 -0.183 -1.491 0.551 0.04
```
Positions in Å, forces in eV/Å.